ORCA calculation (wB97M-V/def2-TZVPD) on C3H13NbO3P as an isolated structure in a non-equilibrium geometry.

ORCA input file:
```
! wB97M-V def2-TZVPD RIJCOSX def2/J DEFGRID3
* xyz -1 1
C 3.41 -1.08 0.15
C 1.99 -0.55 0.06
O 2.01 0.68 -0.58
C 0.96 1.58 -0.18
Nb -1.24 1.01 -0.15
P -3.55 -0.20 -0.30
O -3.28 -1.73 -0.93
O -3.92 -0.51 1.29
H 3.67 -1.68 -0.70
H 4.07 -0.24 0.25
H 3.52 -1.70 1.02
H 1.59 -0.50 1.06
H 1.41 -1.24 -0.54
H 1.19 2.02 0.79
H 1.00 2.38 -0.90
H -0.95 -0.38 1.01
H -0.98 -0.01 -1.67
H -1.89 2.43 -1.14
H -1.75 1.98 1.34
H -2.37 -1.70 -1.25
H -4.88 -0.58 1.36
*
```

The value obtained for the electronic energy is -20298.4037 eV. Its LUMO energy is 2.809 eV. The frontier orbital gap comes out at 6.41 eV.

What are the Löwdin partial charges on each atom? They are as follows, in elementary charge units: -0.082 -0.356 -0.281 -0.391 0.753 0.512 -0.466 -0.458 0.060 0.065 0.058 0.081 0.095 0.040 0.029 -0.123 -0.130 -0.186 -0.174 -0.049 0.002